# C32H47GeN5NiOS

A molecular structure, C32H47GeN5NiOS in a non-equilibrium geometry (ωB97M-V with the def2-TZVPD basis set, the Open Molecules 2025 dataset).

Geometry as XYZ:
```
88
Properties=species:S:1:pos:R:3
Ni -0.62723 -1.37842 -1.05966
C -2.09489 -1.78822 -2.41889
C -3.17237 -2.53453 -1.86495
C -4.36185 -1.88836 -1.42877
C -5.44307 -2.62114 -1.02880
C -5.37147 -4.03036 -1.02469
C -4.19102 -4.69229 -1.41646
C -3.11268 -3.95787 -1.81924
C -6.51223 -4.77680 -0.61808
N -7.44552 -5.35930 -0.28060
H -2.39894 -0.80509 -2.77917
H -1.51369 -2.37016 -3.13986
H -4.41218 -0.80708 -1.43393
H -6.36283 -2.13892 -0.72790
H -4.15170 -5.77255 -1.39981
H -2.20238 -4.45360 -2.13234
C -2.03683 -1.89458 5.76695
C -2.10467 -1.24016 4.43346
C -2.40191 0.07703 4.21893
C -2.40428 0.56658 2.89919
N -2.06444 -0.20036 1.86589
C -1.80135 -1.49007 2.07238
S -1.44830 -2.57253 0.81640
N -1.83293 -1.99871 3.34174
C -2.79486 1.97653 2.62718
H -2.13864 -1.16408 6.56382
H -1.08494 -2.41563 5.88271
H -2.83522 -2.63262 5.87168
H -2.64513 0.72672 5.04682
H -1.65748 -2.98976 3.44680
H -2.12273 2.67050 3.13565
H -3.79117 2.15960 3.03467
H -2.79448 2.17783 1.56009
C 2.88699 3.86882 -2.17361
C 2.08033 2.65767 -1.71743
C 0.62859 2.72239 -2.18990
C -0.17325 1.44664 -1.90741
Ge 0.53133 -0.16677 -2.86282
C -0.03649 -0.36178 -4.75046
C 0.55151 0.69362 -5.71019
C 1.96358 0.39794 -6.21559
C 3.06313 0.79752 -5.23462
H 3.92031 3.79383 -1.83776
H 2.46388 4.79262 -1.77782
H 2.89356 3.93936 -3.26236
H 2.10715 2.58990 -0.62468
H 2.54830 1.74827 -2.11216
H 0.60925 2.93457 -3.26174
H 0.12367 3.55465 -1.69222
H -1.20287 1.55555 -2.25684
H -0.21005 1.23750 -0.83129
H 1.97647 -0.62513 -2.59937
H -1.12545 -0.28193 -4.75801
H 0.22897 -1.36548 -5.08822
H 0.53814 1.68749 -5.25297
H -0.12533 0.73274 -6.56593
H 2.11402 0.95207 -7.14338
H 2.04984 -0.66350 -6.46164
H 2.98320 1.85574 -4.97533
H 4.04821 0.63291 -5.66873
H 3.01045 0.20889 -4.31558
C 3.74913 3.24833 3.60463
C 3.05663 2.08773 4.31426
N 2.40136 1.14740 3.39449
C 0.94938 1.14835 3.36174
C 0.35886 2.33501 2.59748
C 3.22022 0.33648 2.67532
O 4.42953 0.33756 2.81478
C 2.63460 -0.65931 1.70059
C 3.22489 -1.92032 1.67525
C 2.77431 -2.86373 0.76611
C 1.74352 -2.52184 -0.08436
N 1.18582 -1.30235 -0.08081
C 1.64377 -0.38712 0.77344
H 4.14182 3.94313 4.34652
H 3.05934 3.78963 2.95546
H 4.58278 2.87874 3.01295
H 2.29680 2.45760 5.00193
H 3.80399 1.53633 4.88627
H 0.59085 1.19390 4.39344
H 0.59796 0.20715 2.93957
H 0.57578 3.26909 3.11461
H -0.72534 2.22693 2.52470
H 0.77329 2.41070 1.59058
H 4.03812 -2.13107 2.35693
H 3.21216 -3.85042 0.71542
H 1.35502 -3.23620 -0.80095
H 1.21137 0.60062 0.68652
```

Properties
Strongest force on any atom = 1.08 eV/A
Spin multiplicity = 3
Net charge = +2
Relative energy (zero: lowest compared OMol25 entry of this formula, charge and spin) = 227.2 kJ/mol
Orbital gap (spin up / spin down) = 7.4 / 5.0 eV



# C32H48BaN3O14

A molecular structure, C32H48BaN3O14 in a non-equilibrium geometry (ωB97M-V with the def2-TZVPD basis set, the Open Molecules 2025 dataset).

Geometry as XYZ:
```
98
Properties=species:S:1:pos:R:3
Ba -15.54211 -6.12489 -20.33030
C -13.47887 -7.45558 -24.22524
C -14.15187 -7.35959 -22.91118
O -15.38991 -7.34479 -22.72774
O -13.45767 -7.18881 -21.89490
H -12.50051 -6.97509 -24.23087
H -14.02393 -6.96896 -25.03407
H -13.20745 -8.44256 -24.59981
C -9.50057 -9.48219 -22.09241
C -8.94042 -10.75327 -22.46425
C -9.70784 -11.87775 -22.62973
C -11.06348 -11.80100 -22.29108
C -11.60575 -10.48239 -22.01428
C -10.83138 -9.40044 -21.74522
N -11.94684 -12.93897 -22.39336
O -11.43286 -14.07031 -22.63169
O -13.13909 -12.81240 -22.11219
H -8.89839 -8.60386 -21.91268
H -7.88453 -10.85792 -22.66561
H -9.40324 -12.86339 -22.94930
H -12.66117 -10.38002 -21.80928
H -11.26806 -8.49276 -21.35557
C -9.89463 -7.60139 -25.37615
C -8.52153 -7.34959 -25.49769
C -8.01242 -6.93028 -26.68293
C -8.84447 -6.70204 -27.81923
C -10.20395 -6.90313 -27.70662
C -10.71896 -7.39019 -26.47948
N -8.23486 -6.16769 -29.07066
O -7.02349 -5.98302 -29.10714
O -8.97600 -6.00463 -30.04892
H -10.16489 -8.18273 -24.50701
H -7.88654 -7.62959 -24.67017
H -6.98569 -6.68066 -26.90637
H -10.84263 -6.88531 -28.57735
H -11.73601 -7.74746 -26.41335
C -15.42334 -10.67404 -26.49349
C -14.83882 -11.15473 -27.64404
C -13.49821 -11.56445 -27.64991
C -12.71246 -11.36088 -26.52143
C -13.25423 -10.89463 -25.38915
C -14.62449 -10.54736 -25.36831
N -11.20307 -11.63897 -26.58688
O -10.72544 -12.02661 -27.63168
O -10.50491 -11.53608 -25.58044
H -16.45382 -10.36409 -26.40162
H -15.44505 -11.36407 -28.51299
H -13.07137 -11.97707 -28.55210
H -12.76444 -10.76157 -24.43584
H -15.09945 -10.28089 -24.43568
C -16.77965 -7.52555 -25.90314
O -18.19012 -7.82171 -25.71409
C -18.97853 -6.84094 -26.33781
C -20.46950 -7.10673 -26.19640
O -20.93677 -8.29034 -26.86995
C -21.03756 -8.18933 -28.23715
H -16.56984 -6.52262 -25.53139
H -16.51068 -7.52939 -26.95943
H -16.17853 -8.27316 -25.38561
H -18.73817 -6.78376 -27.39944
H -18.83418 -5.83839 -25.93512
H -21.00343 -6.22664 -26.55480
H -20.80033 -7.18272 -25.16061
H -21.29237 -9.19431 -28.57357
H -20.09920 -7.82204 -28.65272
H -21.73439 -7.40653 -28.53673
C -9.71850 0.11908 -25.98483
O -10.68714 -0.27629 -25.02291
C -11.82836 -0.98803 -25.55790
C -11.68151 -2.51235 -25.78018
O -11.29876 -3.17707 -24.63954
C -10.99576 -4.56953 -24.85644
H -8.72669 0.01367 -25.54519
H -9.87968 1.16234 -26.25633
H -9.68048 -0.49599 -26.88391
H -12.17939 -0.56263 -26.49807
H -12.67495 -0.84768 -24.88582
H -10.99533 -2.65381 -26.61519
H -12.59572 -2.98005 -26.14565
H -11.97407 -5.04908 -24.88892
H -10.46129 -4.96456 -23.99250
H -10.38458 -4.87245 -25.70661
C -13.92799 -7.12693 -16.90397
O -14.18465 -7.62501 -18.25815
C -14.38313 -9.03099 -18.22115
C -14.70701 -9.55718 -19.64206
O -15.79222 -8.83451 -20.31001
C -16.51335 -9.59862 -21.29414
H -13.11385 -7.57459 -16.33399
H -14.82429 -7.30437 -16.30961
H -13.88519 -6.04379 -16.78962
H -15.17040 -9.36887 -17.54725
H -13.54055 -9.62366 -17.86493
H -15.07422 -10.57365 -19.50047
H -13.76348 -9.52135 -20.18664
H -17.08949 -10.38425 -20.80532
H -16.02176 -10.12334 -22.11335
H -17.23607 -8.92635 -21.75656
```

Properties
Strongest force on any atom = 3.63 eV/A
Net charge = +1
Orbital gap = 7.2 eV



Q: Which of these has the lowest strongest force on any atom?
A: C32H47GeN5NiOS



Q: Which of these has the lowest strongest force on any atom?
A: C32H47GeN5NiOS



Q: Number 2 is which compound?
A: C32H48BaN3O14



Q: net charge of number 1 (C32H47GeN5NiOS)?
A: +2